(1)
DFT (ωB97M-V/def2-TZVPD) results for a 13-piece molecular cluster, C6H41N2O12 overall.

The value obtained for the HOMO energy is -11.6 eV. For the relative energy (zero: lowest compared OMol25 entry of this formula, charge and spin), the calculation gives 117.0 kcal per mole. The total charge is +1. The largest force on an atom is 6.7 eV Å⁻¹. The frontier orbital gap comes out at 9.1 eV.

Each atom is followed by the atoms it is bonded to, with distances in Å.
Element x y z (Å)
1 C -0.041 -0.384 -0.415  N2 1.467, C5 1.527, H9 1.106, H10 1.092
2 N -1.165 0.360 -0.993  C1 1.467, C3 1.407, H11 1.071
3 C -2.130 -0.578 -1.403  N2 1.407, C4 1.591, H12 1.131, H13 1.009
4 C -3.455 0.221 -1.775  C3 1.591, H14 1.048, H15 1.070, H16 1.074
5 C 0.202 0.059 1.025  C1 1.527, N6 1.541, C8 1.574, H17 1.216
6 N 1.137 -1.039 1.571  C5 1.541, C7 1.466, H18 1.081, H19 1.076
7 C 0.457 -1.950 2.497  N6 1.466, H20 0.973, H21 1.151, H22 1.072
8 C 0.966 1.433 1.103  C5 1.574, H23 1.098, H24 1.009, H25 1.159
9 H -0.365 -1.436 -0.304  C1 1.106
10 H 0.862 -0.234 -1.012  C1 1.092
11 H -1.046 1.007 -1.838  N2 1.071
12 H -1.986 -1.156 -2.364  C3 1.131
13 H -2.330 -1.121 -0.575  C3 1.009
14 H -4.171 -0.455 -2.134  C4 1.048
15 H -3.267 0.993 -2.493  C4 1.070
16 H -3.726 0.761 -0.887  C4 1.074
17 H -0.862 0.162 1.606  C5 1.216
18 H 1.540 -1.628 0.760  N6 1.081
19 H 1.929 -0.435 1.979  N6 1.076
20 H 0.813 -2.840 2.331  C7 0.973
21 H -0.691 -1.931 2.428  C7 1.151
22 H 0.652 -1.882 3.549  C7 1.072
23 H 0.334 2.004 0.411  C8 1.098
24 H 1.883 1.591 0.713  C8 1.009
25 H 0.744 1.796 2.181  C8 1.159
26 H -0.121 2.862 -2.841  O28 0.885
27 H -1.525 3.148 -3.133  O28 0.915
28 O -0.940 2.819 -2.511  H26 0.885, H27 0.915
29 H -3.070 -1.972 1.619  O31 0.952
30 H -3.658 -3.431 1.307  O31 0.891
31 O -2.994 -2.921 1.614  H29 0.952, H30 0.891
32 H 2.669 -2.944 -1.569  O34 1.050
33 H 3.519 -1.749 -1.084  O34 1.012
34 O 2.545 -1.942 -1.278  H32 1.050, H33 1.012
35 H -1.877 2.891 1.578  O37 1.006
36 H -2.711 3.071 2.818  O37 1.004
37 O -2.103 2.381 2.415  H35 1.006, H36 1.004
38 H -2.627 0.351 0.590  O40 1.003
39 H -2.711 0.797 1.981  O40 0.941
40 O -2.991 0.054 1.476  H38 1.003, H39 0.941
41 H 1.111 -4.565 1.085  O43 0.967
42 H 1.781 -4.372 -0.322  O43 1.010
43 O 1.832 -4.092 0.648  H41 0.967, H42 1.010
44 H 2.945 3.775 -1.309  O46 0.951
45 H 2.533 3.715 -2.610  O46 0.984
46 O 2.960 3.097 -1.975  H44 0.951, H45 0.984
47 H -1.222 -4.047 1.679  O49 0.968
48 H -1.403 -4.896 0.362  O49 0.969
49 O -0.780 -4.362 0.877  H47 0.968, H48 0.969
50 H -1.220 4.440 -0.294  O52 0.945
51 H -1.520 3.049 -0.704  O52 0.973
52 O -1.363 3.589 0.091  H50 0.945, H51 0.973
53 H 1.321 0.423 -4.515  O55 0.953
54 H 2.002 0.131 -3.336  O55 0.917
55 O 1.416 0.771 -3.633  H53 0.953, H54 0.917
56 H 3.894 1.043 1.537  O58 1.023
57 H 3.545 0.671 3.026  O58 0.938
58 O 3.168 1.052 2.257  H56 1.023, H57 0.938
59 H 4.379 1.698 -0.855  O61 0.955
60 H 3.002 1.102 -0.630  O61 0.983
61 O 3.933 1.047 -0.318  H59 0.955, H60 0.983

=====

(2)
DFT (ωB97M-V/def2-TZVPD) results for a 14-piece molecular cluster, C6H41NO13 overall.

The value obtained for the HOMO energy is -9.5 eV. For the relative energy (zero: lowest compared OMol25 entry of this formula, charge and spin), the calculation gives 75.8 kcal per mole. The total charge is 0. The largest force on an atom is 6.2 eV Å⁻¹. The frontier orbital gap comes out at 9.6 eV.

Each atom is followed by the atoms it is bonded to, with distances in Å.
Element x y z (Å)
1 C -0.692 0.462 -2.729  C2 1.534, H8 1.076, H9 1.213, H10 1.014
2 C -1.815 1.045 -1.862  C1 1.534, C3 1.585, N7 1.522, H11 1.149
3 C -2.228 0.122 -0.641  C2 1.585, C4 1.514, H12 1.127, H13 1.108
4 C -3.686 -0.277 -0.719  C3 1.514, C5 1.606, H14 1.014, H15 1.081
5 C -3.732 -1.822 -0.280  C4 1.606, C6 1.527, H16 1.147, H17 1.070
6 C -2.982 -2.725 -1.257  C5 1.527, H18 1.104, H19 1.060, H20 1.086
7 N -1.540 2.461 -1.377  C2 1.522, H21 1.039, H22 1.066
8 H 0.255 0.303 -2.245  C1 1.076
9 H -0.585 1.491 -3.363  C1 1.213
10 H -1.010 -0.362 -3.228  C1 1.014
11 H -2.705 1.179 -2.577  C2 1.149
12 H -1.840 0.679 0.259  C3 1.127
13 H -1.592 -0.752 -0.887  C3 1.108
14 H -4.153 0.017 -1.570  C4 1.014
15 H -4.272 0.221 0.040  C4 1.081
16 H -4.865 -2.001 -0.252  C5 1.147
17 H -3.345 -1.837 0.717  C5 1.070
18 H -3.641 -3.586 -1.462  C6 1.104
19 H -2.692 -2.311 -2.189  C6 1.060
20 H -2.147 -3.233 -0.785  C6 1.086
21 H -0.593 2.461 -0.950  N7 1.039
22 H -1.422 3.154 -2.179  N7 1.066
23 H -1.052 -3.687 2.433  O25 0.965
24 H -0.789 -4.567 1.298  O25 0.956
25 O -0.823 -4.607 2.253  H23 0.965, H24 0.956
26 H 1.719 2.771 -2.254  O28 1.025
27 H 1.651 4.135 -1.548  O28 0.953
28 O 1.228 3.282 -1.513  H26 1.025, H27 0.953
29 H 2.186 2.435 0.366  O31 0.986
30 H 1.271 2.315 1.534  O31 0.991
31 O 2.106 1.904 1.193  H29 0.986, H30 0.991
32 H 4.093 -3.287 -0.546  O34 0.988
33 H 3.574 -2.511 0.722  O34 0.994
34 O 4.403 -2.796 0.253  H32 0.988, H33 0.994
35 H -2.403 -0.895 4.134  O37 1.007
36 H -1.932 0.202 3.236  O37 1.013
37 O -1.525 -0.542 3.790  H35 1.007, H36 1.013
38 H 2.882 1.392 -3.371  O40 0.956
39 H 1.893 2.190 -4.407  O40 0.964
40 O 2.422 2.198 -3.602  H38 0.956, H39 0.964
41 H -3.017 2.241 2.716  O43 1.003
42 H -2.269 1.888 4.104  O43 0.967
43 O -3.013 1.658 3.532  H41 1.003, H42 0.967
44 H 1.681 -1.390 -0.566  O46 0.955
45 H 1.523 -2.380 -1.822  O46 0.939
46 O 2.071 -2.051 -1.134  H44 0.955, H45 0.939
47 H 0.822 -1.088 4.388  O49 0.943
48 H 1.598 -2.184 4.677  O49 0.986
49 O 1.751 -1.234 4.461  H47 0.943, H48 0.986
50 H -1.989 4.330 2.088  O52 0.960
51 H -1.373 3.170 1.389  O52 0.958
52 O -1.612 3.466 2.268  H50 0.960, H51 0.958
53 H 5.409 0.164 0.374  O55 0.966
54 H 4.992 -1.060 -0.361  O55 0.958
55 O 5.465 -0.239 -0.502  H53 0.966, H54 0.958
56 H 3.616 0.092 -1.762  O58 0.940
57 H 4.750 1.129 -1.700  O58 0.945
58 O 4.004 0.830 -2.197  H56 0.940, H57 0.945
59 H 2.166 -0.164 1.305  O61 0.971
60 H 2.028 -0.831 2.633  O61 1.005
61 O 1.768 -0.970 1.673  H59 0.971, H60 1.005